No. 1
C49H87ClO18S | ωB97M-V/def2-TZVPD

Summary:
orbital gap = 9.44 eV
HOMO level = -9.24 eV
SMILES = CCCO[C@@H]1[C@H](CCCCCCCCOC(C)=O)O[C@@](Cl)(C[SH](=O)=O)[C@@H]1Cc1ccccc1.CCOC(C)=O.CCOC(C)=O.CCOC(C)=O.CCOC(C)=O.CCOC(C)=O.CCOC(C)=O

ORCA input file:
```
! wB97M-V def2-TZVPD RIJCOSX def2/J DEFGRID3
* xyz 0 1
C -3.384 -2.475 0.539
C -1.867 -2.488 0.262
C -1.468 -1.669 -0.997
O -0.289 -0.889 -0.864
C -0.385 0.093 0.139
C -1.731 0.753 0.432
C -2.427 1.611 -0.655
C -3.762 1.031 -1.210
C -4.948 2.026 -1.097
C -6.302 1.255 -1.094
C -7.137 1.661 -2.335
C -8.577 1.104 -2.235
C -9.385 2.003 -1.247
C -10.351 2.974 -1.932
O -11.594 2.387 -2.316
C -12.319 1.922 -1.248
C -12.782 2.837 -0.132
O -12.567 0.739 -1.194
O -1.316 1.723 1.431
C -0.005 2.151 1.216
Cl -0.255 3.858 0.624
C 0.848 2.010 2.477
S 0.192 2.824 3.955
O -0.659 3.925 3.642
O -0.375 1.851 4.836
C 0.715 1.205 0.151
C 1.011 1.751 -1.243
C 2.352 2.465 -1.376
C 3.152 2.131 -2.455
C 4.357 2.744 -2.680
C 4.810 3.727 -1.828
C 4.043 4.044 -0.736
C 2.838 3.425 -0.515
H -3.794 -1.465 0.623
H -3.941 -3.023 -0.228
H -3.587 -2.980 1.492
H -1.631 -3.541 0.061
H -1.298 -2.225 1.158
H -2.337 -1.103 -1.360
H -1.247 -2.401 -1.782
H -0.150 -0.431 1.086
H -2.434 0.120 0.977
H -1.777 1.864 -1.496
H -2.678 2.557 -0.171
H -4.042 0.061 -0.791
H -3.607 0.861 -2.285
H -4.950 2.649 -2.000
H -4.843 2.708 -0.247
H -6.832 1.472 -0.160
H -6.175 0.169 -1.168
H -6.649 1.257 -3.231
H -7.144 2.757 -2.395
H -9.039 1.144 -3.228
H -8.574 0.091 -1.825
H -8.664 2.627 -0.700
H -9.856 1.363 -0.492
H -9.864 3.346 -2.840
H -10.480 3.854 -1.284
H -13.384 2.221 0.537
H -11.972 3.256 0.474
H -13.427 3.656 -0.465
H 1.877 2.329 2.295
H 0.916 0.946 2.734
H 1.296 3.326 4.598
H 1.547 0.717 0.663
H 1.047 0.887 -1.919
H 0.232 2.408 -1.638
H 2.807 1.368 -3.149
H 4.907 2.444 -3.567
H 5.751 4.226 -2.034
H 4.413 4.824 -0.075
H 2.275 3.722 0.364
C 4.119 -4.210 -2.774
C 4.276 -2.743 -2.453
O 3.777 -1.894 -3.497
C 2.481 -1.582 -3.649
C 1.432 -2.393 -2.921
O 2.168 -0.719 -4.430
H 3.062 -4.467 -2.876
H 4.550 -4.811 -1.977
H 4.606 -4.470 -3.714
H 3.810 -2.492 -1.498
H 5.332 -2.494 -2.359
H 1.083 -3.176 -3.594
H 0.598 -1.749 -2.662
H 1.775 -2.838 -1.991
C -16.218 -0.128 -2.175
C -16.046 0.299 -0.733
O -15.974 1.724 -0.612
C -17.046 2.533 -0.538
C -18.413 1.978 -0.859
O -16.887 3.695 -0.283
H -17.152 0.244 -2.597
H -16.213 -1.216 -2.255
H -15.409 0.273 -2.785
H -16.821 -0.107 -0.081
H -15.095 -0.077 -0.358
H -18.643 2.187 -1.903
H -19.141 2.481 -0.225
H -18.517 0.912 -0.671
C 6.440 -2.932 2.272
C 6.876 -4.312 1.821
O 6.485 -4.564 0.462
C 7.203 -4.155 -0.593
C 8.327 -3.166 -0.396
O 6.912 -4.520 -1.703
H 6.912 -2.149 1.676
H 6.695 -2.768 3.319
H 5.363 -2.813 2.152
H 7.947 -4.472 1.953
H 6.376 -5.070 2.421
H 7.953 -2.160 -0.586
H 9.106 -3.398 -1.118
H 8.791 -3.200 0.586
C 12.100 -2.070 -4.063
C 10.882 -1.202 -3.823
O 10.541 -1.146 -2.434
C 11.101 -0.298 -1.558
C 12.339 0.467 -1.959
O 10.651 -0.216 -0.448
H 12.984 -1.670 -3.564
H 12.312 -2.146 -5.129
H 11.934 -3.071 -3.664
H 10.997 -0.198 -4.235
H 10.020 -1.644 -4.321
H 13.218 -0.076 -1.614
H 12.308 1.442 -1.476
H 12.423 0.650 -3.028
C 8.621 1.471 0.894
C 7.152 1.301 0.584
O 6.485 0.558 1.617
C 6.019 1.108 2.739
C 6.444 2.517 3.090
O 5.331 0.459 3.486
H 8.773 2.042 1.812
H 9.128 1.987 0.079
H 9.092 0.503 1.040
H 6.649 2.250 0.402
H 7.036 0.714 -0.327
H 7.301 2.469 3.760
H 5.621 3.006 3.602
H 6.690 3.134 2.228
C 4.160 -1.143 6.690
C 3.597 -2.159 5.720
O 4.493 -3.263 5.543
C 4.548 -4.330 6.358
C 3.832 -4.282 7.687
O 5.220 -5.275 6.044
H 4.298 -1.572 7.684
H 3.495 -0.282 6.775
H 5.137 -0.800 6.352
H 2.603 -2.508 6.007
H 3.491 -1.698 4.739
H 4.538 -3.973 8.457
H 3.470 -5.283 7.914
H 2.967 -3.624 7.703
*
```

---

No. 2
C49H91ClF2N10O14S | ωB97M-V/def2-TZVPD

Summary:
orbital gap = 7.75 eV
HOMO level = -8.39 eV
SMILES = C[C@@H](F)Cc1cc(CCF)c(CCCCS(=O)(=O)Cl)c2c1C(=O)C=CC2=O.CN(C)C=O.CN(C)C=O.CN(C)C=O.CN(C)C=O.CN(C)C=O.CN(C)C=O.CN(C)C=O.CN(C)C=O.CN(C)C=O.CN(C)C=O

ORCA input file:
```
! wB97M-V def2-TZVPD RIJCOSX def2/J DEFGRID3
* xyz 0 1
C -2.805 -2.893 0.336
C -2.192 -1.484 -0.206
F -1.142 -1.071 0.697
C -1.697 -1.588 -1.754
C -0.247 -0.936 -1.858
C 0.964 -1.881 -2.041
C 2.449 -1.372 -2.117
C 3.560 -2.506 -2.318
C 4.213 -3.016 -0.942
F 3.590 -2.404 0.225
C 2.771 0.164 -1.998
C 4.293 0.626 -2.032
C 4.686 1.579 -3.264
C 5.541 2.855 -2.775
C 7.133 2.675 -2.917
S 8.096 3.511 -1.536
O 8.790 2.524 -0.631
O 7.244 4.447 -0.721
Cl 9.537 4.739 -2.474
C 1.542 1.097 -1.856
C 0.053 0.588 -1.790
C -1.118 1.662 -1.650
O -2.307 1.378 -1.322
C -0.848 3.219 -1.980
C 0.499 3.668 -2.039
C 1.737 2.681 -1.740
O 2.814 3.232 -1.384
H -2.805 -3.700 -0.480
H -2.292 -3.234 1.295
H -3.904 -2.678 0.616
H -3.034 -0.702 -0.118
H -2.487 -1.114 -2.424
H -1.568 -2.717 -1.966
H 0.743 -3.009 -2.098
H 4.304 -2.123 -3.092
H 3.030 -3.414 -2.793
H 4.010 -4.148 -0.857
H 5.340 -2.782 -0.995
H 4.997 -0.278 -2.058
H 4.506 1.158 -1.031
H 5.300 0.992 -4.046
H 3.756 1.983 -3.813
H 5.318 3.054 -1.674
H 5.213 3.755 -3.420
H 7.439 3.243 -3.876
H 7.466 1.580 -3.004
H -1.712 3.951 -2.167
H 0.649 4.776 -2.303
C 12.368 0.969 -1.626
N 11.458 0.423 -2.611
C 11.611 -0.959 -3.020
C 10.462 1.169 -3.164
O 9.662 0.772 -3.996
H 13.390 0.900 -2.008
H 12.283 0.391 -0.702
H 12.135 2.014 -1.416
H 11.790 -0.997 -4.097
H 10.689 -1.503 -2.799
H 12.446 -1.424 -2.493
H 10.434 2.202 -2.785
C -2.313 9.138 -2.502
N -1.409 8.007 -2.561
C 0.010 8.231 -2.360
C -1.849 6.742 -2.799
O -1.142 5.749 -2.861
H -2.030 9.861 -3.270
H -2.238 9.603 -1.516
H -3.344 8.823 -2.670
H 0.555 7.900 -3.248
H 0.348 7.644 -1.503
H 0.209 9.288 -2.181
H -2.941 6.684 -2.937
C -6.067 -6.524 -0.195
N -5.893 -5.610 -1.305
C -5.614 -6.148 -2.622
C -5.982 -4.258 -1.149
O -5.847 -3.433 -2.037
H -5.155 -7.113 -0.072
H -6.907 -7.190 -0.411
H -6.270 -5.981 0.729
H -4.658 -5.755 -2.976
H -6.400 -5.831 -3.313
H -5.573 -7.238 -2.589
H -6.196 -3.957 -0.112
C -7.280 -0.906 3.378
N -6.655 -2.217 3.327
C -6.418 -2.930 4.564
C -6.285 -2.795 2.153
O -5.757 -3.891 2.039
H -6.653 -0.238 3.975
H -8.270 -0.994 3.844
H -7.393 -0.490 2.375
H -5.347 -3.127 4.665
H -6.948 -3.885 4.536
H -6.764 -2.344 5.415
H -6.510 -2.169 1.274
C -10.036 -0.810 8.602
N -9.688 -1.074 7.221
C -9.525 -2.448 6.790
C -9.513 -0.071 6.319
O -9.221 -0.221 5.141
H -9.255 -1.219 9.250
H -10.989 -1.293 8.827
H -10.126 0.262 8.784
H -8.513 -2.585 6.406
H -10.236 -2.659 5.987
H -9.697 -3.133 7.621
H -9.663 0.930 6.752
C 3.384 3.983 1.926
N 2.400 4.783 2.628
C 2.421 4.816 4.077
C 1.456 5.504 1.961
O 0.598 6.199 2.480
H 3.278 2.939 2.232
H 4.384 4.341 2.184
H 3.244 4.055 0.847
H 1.463 4.453 4.458
H 2.562 5.848 4.410
H 3.228 4.193 4.462
H 1.533 5.406 0.866
C -14.466 0.321 3.513
N -13.541 0.083 4.602
C -12.163 0.515 4.462
C -13.923 -0.535 5.754
O -13.196 -0.765 6.705
H -14.100 -0.188 2.617
H -14.525 1.396 3.325
H -15.461 -0.055 3.756
H -11.507 -0.351 4.557
H -11.929 1.222 5.262
H -12.006 0.990 3.493
H -14.987 -0.823 5.758
C 6.826 -5.331 -3.004
N 5.675 -5.829 -3.735
C 5.727 -5.882 -5.183
C 4.545 -6.247 -3.100
O 3.545 -6.675 -3.648
H 7.029 -4.303 -3.317
H 7.688 -5.957 -3.229
H 6.642 -5.349 -1.928
H 4.921 -5.267 -5.593
H 5.580 -6.914 -5.509
H 6.687 -5.517 -5.545
H 4.610 -6.165 -2.002
C 11.548 -8.509 -5.482
N 10.549 -7.730 -4.779
C 10.570 -7.704 -3.329
C 9.591 -7.021 -5.438
O 8.723 -6.348 -4.908
H 11.462 -9.555 -5.179
H 12.541 -8.133 -5.220
H 11.412 -8.436 -6.562
H 9.619 -8.087 -2.950
H 10.692 -6.672 -2.991
H 11.388 -8.315 -2.947
H 9.665 -7.109 -6.534
C -2.671 7.996 5.231
N -2.744 8.152 3.793
C -2.143 7.138 2.946
C -3.359 9.220 3.212
O -3.455 9.411 2.013
H -1.621 7.962 5.532
H -3.164 7.063 5.514
H -3.162 8.828 5.739
H -1.380 7.602 2.320
H -2.914 6.710 2.300
H -1.691 6.351 3.549
H -3.780 9.927 3.946
*
```

---

Among the records above, which one has the highest HOMO level? C49H91ClF2N10O14S

---

What is the formula in the first record? C49H87ClO18S

---

Which value of orbital gap does entry 2 give? 7.75 eV

---

What is the orbital gap in the first record? 9.44 eV